C2H8NO2 | ωB97M-V/def2-TZVPD

```
13
Properties=species:S:1:pos:R:3:forces:R:3
C 1.362556 0.127364 -0.389682 -0.333 -0.412 0.110
H -0.384389 1.725435 0.032526 -0.012 -0.071 0.324
O -1.349664 1.339371 -1.698941 -0.380 -0.232 -0.150
N -0.047951 -0.304283 -0.400600 1.293 0.851 0.295
H 2.027926 -0.721658 -0.195922 0.013 -0.148 -0.092
H -1.794492 0.645953 0.239219 -0.396 0.195 -0.390
O -0.928499 -1.578470 1.919469 0.220 -0.619 0.927
H -0.065990 -1.924353 1.648974 -0.386 0.123 -0.068
C -1.009473 0.963376 -0.502871 0.894 -0.566 -0.142
H 1.503296 0.791287 0.457785 0.151 0.366 -0.051
H -0.936592 -0.750112 1.430493 0.014 0.143 -0.638
H 1.700028 0.594416 -1.329757 -0.093 0.203 0.202
H -0.076759 -0.908327 -1.210690 -0.987 0.169 -0.326
```
Positions in Å, forces in eV/Å.

Its gap between HOMO and LUMO is 6.9 eV. Its net charge is -1. The calculation puts the energy above the lowest of the compared OMol25 structures with the same formula, charge and spin at 22.3 kcal/mol.